An isolated ion of composition C4H8F2N and charge +1 at a distorted geometry, computed with ωB97M-V with the def2-TZVPD basis set.

Atoms and positions in Å:
C (0.43, -0.63, 1.38)
N (0.32, -0.17, -0.05)
C (0.17, -1.38, -0.89)
C (-0.79, 0.71, -0.31)
C (-0.53, 2.20, -0.43)
F (-1.45, 3.04, -0.56)
F (0.71, 2.61, -0.34)
H (-0.46, -1.07, 1.77)
H (1.36, -1.21, 1.42)
H (0.68, 0.24, 2.04)
H (1.18, 0.38, -0.25)
H (-0.02, -1.07, -1.90)
H (0.97, -1.98, -0.78)
H (-0.80, -1.97, -0.74)
H (-1.76, 0.32, -0.37)

Properties
- energy above the lowest of the compared OMol25 structures with the same formula, charge and spin (kJ/mol) = 187.8
- LUMO energy (eV) = -3.4
- 2S+1 = 1
- SMILES string = C[NH+](C)C=C(F)F
- charge = +1

One molecule with the formula C46H56BrN3O2 at a distorted geometry, computed with ωB97M-V with the def2-TZVPD basis set.

Atoms and positions in Å:
Br (5.76, -1.54, -6.37)
C (4.42, -1.10, -5.10)
C (3.94, -2.08, -4.22)
C (2.95, -1.74, -3.29)
C (2.41, -0.44, -3.15)
C (1.17, -0.20, -2.28)
C (0.53, 1.00, -2.74)
N (-0.69, 0.93, -3.38)
O (-1.40, 1.98, -3.54)
O (-1.03, -0.16, -3.91)
C (2.98, 0.54, -4.05)
C (4.05, 0.25, -4.92)
H (4.24, -3.12, -4.38)
H (2.64, -2.49, -2.57)
H (0.39, -1.05, -2.34)
H (1.01, 2.00, -2.87)
H (2.66, 1.59, -4.05)
H (4.49, 1.02, -5.56)
C (-1.70, -3.22, 1.95)
C (-0.66, -3.75, 0.97)
C (0.76, -3.51, 1.46)
C (-0.90, -5.25, 0.81)
C (-0.77, -3.07, -0.44)
C (-0.08, -3.62, -1.52)
C (-0.37, -3.26, -2.81)
C (-1.57, -2.55, -3.06)
C (-2.21, -1.85, -2.05)
C (-3.64, -1.23, -2.27)
C (-3.71, 0.26, -1.91)
C (-4.69, -1.99, -1.46)
C (-4.01, -1.28, -3.75)
C (-1.59, -1.92, -0.79)
N (-1.50, -0.74, 0.06)
C (-0.33, -0.04, 0.29)
C (0.89, -0.30, -0.45)
C (2.13, 0.38, 0.15)
C (2.45, 0.00, 1.47)
C (3.59, 0.45, 2.11)
C (4.49, 1.25, 1.40)
C (4.21, 1.65, 0.09)
C (3.02, 1.24, -0.54)
N (-0.60, 0.90, 1.28)
C (0.19, 1.92, 1.98)
C (0.58, 3.07, 1.26)
C (-0.24, 3.68, 0.12)
C (0.40, 4.94, -0.48)
C (-1.64, 4.08, 0.59)
C (-0.36, 2.61, -0.94)
C (1.74, 3.74, 1.67)
C (2.18, 3.60, 2.97)
C (1.51, 2.72, 3.82)
C (0.55, 1.82, 3.34)
C (-0.11, 0.95, 4.44)
C (0.85, 0.72, 5.63)
C (-0.55, -0.44, 4.00)
C (-1.30, 1.73, 5.01)
C (-1.98, 0.80, 1.58)
C (-2.49, -0.26, 0.94)
H (-2.71, -3.26, 1.53)
H (-1.69, -3.82, 2.88)
H (-1.48, -2.18, 2.25)
H (1.50, -3.95, 0.77)
H (0.99, -2.45, 1.53)
H (0.91, -3.96, 2.45)
H (-0.15, -5.73, 0.17)
H (-0.86, -5.75, 1.79)
H (-1.89, -5.45, 0.38)
H (0.68, -4.38, -1.31)
H (0.27, -3.56, -3.63)
H (-2.01, -2.58, -4.07)
H (-2.90, 0.80, -2.41)
H (-4.65, 0.67, -2.32)
H (-3.71, 0.44, -0.83)
H (-4.74, -3.04, -1.81)
H (-4.46, -2.01, -0.38)
H (-5.66, -1.52, -1.61)
H (-4.19, -2.32, -4.07)
H (-4.94, -0.71, -3.91)
H (-3.22, -0.82, -4.34)
H (1.02, -1.51, -0.33)
H (1.81, -0.72, 1.99)
H (3.79, 0.14, 3.14)
H (5.37, 1.61, 1.90)
H (4.93, 2.25, -0.49)
H (2.84, 1.50, -1.58)
H (1.42, 4.77, -0.88)
H (-0.23, 5.33, -1.30)
H (0.46, 5.73, 0.30)
H (-2.21, 3.21, 0.98)
H (-1.55, 4.83, 1.39)
H (-2.21, 4.51, -0.25)
H (-1.27, 1.99, -0.84)
H (-0.37, 2.98, -1.99)
H (0.50, 1.91, -0.77)
H (2.26, 4.43, 0.99)
H (3.04, 4.18, 3.33)
H (1.79, 2.75, 4.89)
H (0.97, 1.63, 6.24)
H (0.44, -0.06, 6.29)
H (1.84, 0.38, 5.27)
H (-1.47, -0.41, 3.42)
H (0.25, -0.95, 3.45)
H (-0.77, -1.05, 4.90)
H (-2.07, 1.92, 4.25)
H (-1.76, 1.17, 5.84)
H (-0.97, 2.70, 5.40)
H (-2.49, 1.45, 2.28)
H (-3.48, -0.69, 0.95)

Properties
- LUMO energy (eV) = -0.2
- 2S+1 = 1

C25H18CrF3O7 as an isolated structure at a distorted geometry, computed with ωB97M-V with the def2-TZVPD basis set.

Atoms and positions in Å:
Cr (-0.41, -0.51, 0.41)
C (-2.72, 2.77, 1.86)
C (-1.81, 1.75, 1.41)
C (-0.31, 2.22, 1.07)
O (0.46, 1.31, 0.72)
C (0.05, 3.63, 1.33)
C (-0.88, 4.44, 1.82)
C (-2.32, 4.05, 2.11)
O (-3.26, 4.90, 2.41)
O (-0.48, 5.62, 2.17)
O (-2.04, 0.55, 1.23)
H (-3.74, 2.44, 2.00)
H (1.08, 3.93, 1.20)
O (0.45, -4.38, 0.57)
C (0.21, -3.08, 0.66)
O (-0.90, -2.61, 0.36)
O (1.09, -2.21, 0.80)
H (-0.38, -4.61, 0.14)
F (0.61, -0.11, -1.38)
C (1.64, -0.48, -2.15)
C (1.35, -1.14, -3.34)
C (2.33, -1.63, -4.17)
C (3.63, -1.42, -3.81)
C (3.95, -0.85, -2.57)
C (2.97, -0.40, -1.67)
H (0.32, -1.14, -3.68)
H (2.08, -2.05, -5.13)
H (4.41, -1.74, -4.48)
H (5.01, -0.76, -2.41)
H (3.18, -0.02, -0.68)
F (0.38, -0.19, 2.66)
C (1.43, 0.00, 3.47)
C (1.67, 1.28, 3.88)
C (2.65, 1.58, 4.83)
C (3.43, 0.54, 5.32)
C (3.17, -0.77, 4.89)
C (2.23, -1.05, 3.96)
H (1.01, 2.07, 3.56)
H (2.89, 2.55, 5.26)
H (4.21, 0.61, 6.07)
H (3.84, -1.52, 5.28)
H (2.10, -2.06, 3.61)
F (-2.01, -0.29, -1.32)
C (-2.83, -0.62, -2.31)
C (-3.52, -1.83, -2.21)
C (-4.33, -2.21, -3.30)
C (-4.58, -1.30, -4.33)
C (-4.02, -0.02, -4.30)
C (-3.06, 0.24, -3.34)
H (-3.47, -2.47, -1.33)
H (-4.81, -3.18, -3.36)
H (-5.21, -1.60, -5.16)
H (-4.16, 0.58, -5.19)
H (-2.58, 1.20, -3.45)

Properties
- energy above the lowest of the compared OMol25 structures with the same formula, charge and spin (kJ/mol) = 275.4
- LUMO energy (alpha / beta) (eV) = 2.2 / 2.2
- 2S+1 = 5
- charge = -1
- <S²> = 6.01

C49H54AuN5O2PTe as an isolated structure, computed with ωB97M-V with the def2-TZVPD basis set.

Atoms and positions in Å:
Au (-1.40, 0.58, 0.31)
N (-3.56, -1.70, 0.81)
C (-4.73, -1.11, 0.34)
C (-5.80, -1.92, -0.05)
C (-6.98, -1.37, -0.51)
C (-7.13, 0.01, -0.59)
C (-6.07, 0.82, -0.24)
C (-4.86, 0.29, 0.21)
P (-3.49, 1.39, 0.58)
C (-3.56, 1.67, 2.38)
C (-4.58, 1.14, 3.17)
C (-4.56, 1.31, 4.55)
C (-3.53, 2.01, 5.15)
C (-2.51, 2.56, 4.37)
C (-2.52, 2.38, 2.99)
C (-3.91, 2.99, -0.16)
C (-4.52, 4.00, 0.59)
C (-4.86, 5.20, -0.01)
C (-4.62, 5.39, -1.36)
C (-4.02, 4.39, -2.11)
C (-3.66, 3.20, -1.51)
H (-3.07, -1.21, 1.54)
H (-3.66, -2.68, 1.03)
H (-5.70, -2.99, 0.03)
H (-7.80, -2.02, -0.80)
H (-8.06, 0.44, -0.94)
H (-6.18, 1.90, -0.33)
H (-5.39, 0.60, 2.70)
H (-5.35, 0.89, 5.15)
H (-3.52, 2.15, 6.22)
H (-1.71, 3.11, 4.83)
H (-1.71, 2.79, 2.39)
H (-4.72, 3.85, 1.65)
H (-5.33, 5.98, 0.58)
H (-4.90, 6.33, -1.83)
H (-3.83, 4.55, -3.17)
H (-3.18, 2.42, -2.09)
C (3.67, 1.90, 2.68)
C (2.78, 2.49, 1.61)
N (1.72, 1.56, 1.29)
C (1.19, 0.64, 2.14)
N (0.19, -0.09, 1.72)
C (-0.38, -1.11, 2.59)
C (0.57, -1.57, 3.68)
C (1.15, -0.34, 4.36)
N (1.78, 0.51, 3.36)
C (2.80, 1.43, 3.82)
H (4.39, 2.64, 3.03)
H (4.23, 1.05, 2.27)
H (3.34, 2.69, 0.69)
H (2.37, 3.45, 1.95)
H (1.37, 1.49, 0.35)
H (-0.67, -1.96, 1.97)
H (-1.30, -0.71, 3.06)
H (1.39, -2.15, 3.24)
H (0.05, -2.20, 4.40)
H (1.92, -0.62, 5.08)
H (0.36, 0.21, 4.90)
H (3.40, 0.91, 4.57)
H (2.34, 2.29, 4.33)
C (6.53, -3.17, 3.24)
C (6.32, -2.96, 1.76)
C (7.34, -3.28, 0.87)
C (7.18, -3.09, -0.49)
C (5.98, -2.60, -0.98)
C (4.96, -2.26, -0.10)
N (3.77, -1.71, -0.62)
C (2.53, -2.30, -0.55)
C (2.35, -3.56, 0.03)
C (1.10, -4.14, 0.11)
C (-0.03, -3.48, -0.38)
C (0.13, -2.23, -0.94)
C (1.38, -1.63, -1.03)
C (1.51, -0.30, -1.64)
O (2.47, 0.07, -2.28)
O (0.47, 0.54, -1.39)
C (5.12, -2.42, 1.29)
C (4.04, -2.02, 2.24)
H (7.46, -3.71, 3.43)
H (5.71, -3.74, 3.68)
H (6.59, -2.22, 3.77)
H (8.27, -3.69, 1.25)
H (7.97, -3.35, -1.18)
H (5.82, -2.46, -2.04)
H (3.87, -1.05, -1.39)
H (3.22, -4.10, 0.39)
H (1.00, -5.13, 0.54)
H (-1.00, -3.95, -0.34)
H (-0.74, -1.71, -1.32)
H (3.44, -2.88, 2.55)
H (3.36, -1.30, 1.79)
H (4.45, -1.57, 3.15)
C (0.01, -0.96, -8.09)
C (0.10, -0.21, -6.79)
C (1.15, 0.64, -6.52)
C (1.25, 1.33, -5.32)
C (2.44, 2.21, -5.07)
C (0.24, 1.17, -4.36)
Te (0.35, 2.20, -2.56)
C (-0.84, 0.30, -4.61)
C (-1.92, -0.01, -3.61)
C (-0.89, -0.37, -5.82)
H (0.79, -0.64, -8.79)
H (-0.95, -0.80, -8.57)
H (0.12, -2.03, -7.93)
H (1.93, 0.77, -7.26)
H (3.13, 2.16, -5.91)
H (2.97, 1.89, -4.17)
H (2.16, 3.26, -4.93)
H (-2.17, 0.84, -2.99)
H (-1.60, -0.80, -2.92)
H (-2.81, -0.37, -4.12)
H (-1.71, -1.05, -6.02)

Properties
- energy above the lowest of the compared OMol25 structures with the same formula, charge and spin (kJ/mol) = 0.0
- LUMO energy (eV) = -2.6
- 2S+1 = 1
- charge = +1

One molecule with the formula C5H12ClN3O2 at a distorted geometry, computed with ωB97M-V with the def2-TZVPD basis set.

Atoms and positions in Å:
C (1.06, 0.56, 1.66)
C (1.19, 1.54, -1.26)
C (-1.67, -0.82, 0.82)
C (-2.42, -0.30, -0.45)
C (0.56, -0.32, 0.12)
N (0.27, 0.45, -1.01)
N (-0.31, -1.32, 0.44)
N (1.93, -0.99, -0.12)
O (2.98, -0.41, 0.07)
O (1.86, -2.09, -0.64)
Cl (-4.17, -0.17, -0.09)
H (1.15, -0.17, 2.47)
H (1.90, 1.16, 1.57)
H (0.36, 1.22, 1.95)
H (0.81, 2.41, -0.78)
H (2.17, 1.20, -1.11)
H (1.05, 1.93, -2.25)
H (-2.35, -1.46, 1.34)
H (-1.58, -0.08, 1.61)
H (-2.48, -0.85, -1.35)
H (-2.23, 0.64, -0.84)
H (0.17, -0.13, -1.84)
H (-0.26, -1.99, -0.30)

Properties
- energy above the lowest of the compared OMol25 structures with the same formula, charge and spin (kJ/mol) = 0.0
- LUMO energy (alpha / beta) (eV) = 0.6 / -3.2
- 2S+1 = 3
- <S²> = 2.01

One molecule with the formula C15H20N2O6, computed with ωB97M-V with the def2-TZVPD basis set.

Atoms and positions in Å:
C (0.01, 2.47, -2.40)
C (1.21, 2.81, -1.53)
O (1.93, 1.61, -1.26)
C (3.26, 1.66, -1.25)
O (3.91, 2.66, -1.44)
C (3.87, 0.29, -0.99)
N (2.88, -0.69, -0.60)
C (2.33, -1.52, -1.50)
O (2.77, -1.72, -2.62)
C (1.08, -2.25, -0.96)
C (0.65, -3.36, -1.93)
O (1.68, -4.27, -2.18)
N (-0.01, -1.30, -0.80)
C (-0.10, -0.45, 0.24)
O (0.69, -0.40, 1.17)
O (-1.17, 0.35, 0.10)
C (-1.43, 1.27, 1.18)
C (-2.39, 0.67, 2.17)
C (-1.93, -0.20, 3.14)
C (-2.82, -0.78, 4.04)
C (-4.17, -0.50, 3.96)
C (-4.64, 0.37, 2.99)
C (-3.75, 0.95, 2.09)
H (0.33, 2.02, -3.33)
H (-0.55, 3.38, -2.62)
H (-0.65, 1.77, -1.88)
H (1.88, 3.52, -2.03)
H (0.89, 3.24, -0.57)
H (4.64, 0.39, -0.23)
H (4.33, -0.05, -1.92)
H (2.38, -0.53, 0.27)
H (1.32, -2.67, 0.02)
H (0.31, -2.90, -2.87)
H (-0.17, -3.93, -1.49)
H (2.39, -3.78, -2.63)
H (-0.65, -1.18, -1.56)
H (-0.48, 1.52, 1.66)
H (-1.86, 2.15, 0.70)
H (-0.88, -0.43, 3.20)
H (-2.45, -1.46, 4.79)
H (-4.86, -0.95, 4.66)
H (-5.69, 0.60, 2.92)
H (-4.12, 1.62, 1.33)

Properties
- energy above the lowest of the compared OMol25 structures with the same formula, charge and spin (kJ/mol) = 0.0
- LUMO energy (eV) = 0.6
- 2S+1 = 1
- SMILES string = CCOC(=O)CNC(=O)[C@H](CO)NC(=O)OCc1ccccc1

C34H34FeN5O2 as an isolated structure, computed with ωB97M-V with the def2-TZVPD basis set.

Atoms and positions in Å:
Fe (1.64, 0.06, 0.00)
O (9.36, -0.53, 1.17)
C (9.39, -0.53, 0.00)
O (9.37, -0.53, -1.16)
C (6.50, -0.28, 0.00)
C (5.88, -0.24, -1.22)
C (4.50, -0.13, -1.16)
N (3.85, -0.08, 0.00)
C (4.50, -0.13, 1.16)
C (5.88, -0.24, 1.22)
C (3.61, -0.06, 2.35)
C (4.07, -0.07, 3.66)
C (3.15, -0.01, 4.69)
C (1.80, 0.07, 4.40)
C (1.42, 0.08, 3.07)
N (2.30, 0.02, 2.07)
C (3.61, -0.06, -2.35)
C (4.08, -0.07, -3.65)
C (3.16, -0.01, -4.69)
C (1.81, 0.07, -4.40)
C (1.43, 0.08, -3.08)
N (2.31, 0.02, -2.07)
H (6.44, -0.28, -2.15)
H (6.43, -0.28, 2.15)
H (5.13, -0.12, 3.87)
H (3.49, -0.02, 5.72)
H (1.06, 0.11, 5.18)
H (0.38, 0.15, 2.79)
H (5.13, -0.12, -3.87)
H (3.50, -0.02, -5.72)
H (1.06, 0.11, -5.19)
H (0.38, 0.15, -2.80)
C (-4.89, -2.85, 0.00)
C (-3.61, -3.68, 0.00)
C (-3.58, -4.57, -1.26)
C (-3.58, -4.56, 1.26)
C (-2.36, -2.80, 0.00)
C (-1.08, -3.38, 0.00)
C (0.03, -2.56, 0.00)
N (-0.06, -1.22, 0.00)
C (-1.27, -0.66, 0.00)
C (-2.42, -1.41, 0.00)
C (-1.26, 0.83, 0.00)
C (-2.39, 1.60, 0.00)
C (-2.31, 3.00, 0.00)
C (-1.04, 3.55, 0.00)
C (0.07, 2.72, 0.00)
N (-0.03, 1.38, 0.00)
C (-3.59, 3.83, 0.00)
C (-3.30, 5.33, 0.00)
C (-4.40, 3.48, -1.26)
C (-4.40, 3.48, 1.26)
H (-5.75, -3.52, 0.00)
H (-4.97, -2.22, -0.89)
H (-4.97, -2.22, 0.89)
H (-4.48, -5.18, -1.28)
H (-2.72, -5.24, -1.27)
H (-3.56, -3.96, -2.16)
H (-4.48, -5.18, 1.28)
H (-3.56, -3.96, 2.17)
H (-2.72, -5.23, 1.27)
H (-0.95, -4.45, 0.00)
H (1.02, -2.98, 0.00)
H (-3.38, -0.92, 0.00)
H (-3.36, 1.13, 0.00)
H (-0.89, 4.62, 0.00)
H (1.07, 3.13, 0.00)
H (-2.74, 5.64, -0.89)
H (-2.74, 5.64, 0.89)
H (-4.24, 5.87, 0.00)
H (-3.83, 3.68, -2.17)
H (-5.30, 4.09, -1.29)
H (-4.71, 2.43, -1.27)
H (-3.83, 3.68, 2.16)
H (-4.71, 2.43, 1.27)
H (-5.30, 4.09, 1.29)

Properties
- energy above the lowest of the compared OMol25 structures with the same formula, charge and spin (kJ/mol) = 0.0
- LUMO energy (alpha / beta) (eV) = -5.9 / -6.1
- 2S+1 = 6
- charge = +2
- <S²> = 8.77

Results for energy: -411.3536 -4674.8871 -2834.2720 -3068.8492 -972.3414 -1144.6090 -3003.5986 (in a.u., following the order of the records).